Record 1
DFT (ωB97M-V/def2-TZVPD) results for 6 unconnected molecules or ions with the total composition C14H16B2NO28S3 in a non-equilibrium geometry.

Frontier orbital gap, eV: 5.95
Energy, eV: -107460.1160
Total charge: -1
Relative energy (zero: lowest compared OMol25 entry of this formula, charge and spin), kcal/mol: 193.6

Geometry (Å):
N -1.4627 0.8107 1.6910
H -2.3986 0.7769 2.0692
H -1.2353 1.7118 1.2955
H -1.5155 0.0506 1.0281
H -0.8806 0.5964 2.4880
O 7.8554 -5.5655 4.2233
C 7.2598 -4.6904 4.8605
O 6.0022 -4.3799 4.6525
B 5.5179 -3.5974 5.8017
O 6.6611 -3.3365 6.6087
C 7.6754 -3.9446 6.0898
O 8.7967 -3.9843 6.5247
O 4.4287 -4.3097 6.5665
C 3.4599 -3.5362 6.6249
O 2.4490 -3.7034 7.2216
C 3.6646 -2.3813 5.6208
O 4.8663 -2.3477 5.3557
O 2.8454 -1.4558 5.3588
O 1.1073 -8.3057 -3.0729
C 0.9018 -7.8608 -1.9726
O -0.2369 -7.6556 -1.2629
B 0.1228 -7.0778 0.1178
O 1.5780 -7.1940 0.1623
C 2.0318 -7.6010 -0.9996
O 3.2369 -7.7450 -1.2541
O -0.4420 -7.9101 1.2145
C -1.2766 -7.3210 1.9068
O -2.0058 -7.6661 2.8636
C -1.2846 -5.8082 1.3479
O -0.4234 -5.7156 0.4118
O -1.8687 -4.7916 1.8294
C -5.6637 4.0359 -4.6292
C -4.7926 5.3221 -4.3171
O -5.3625 5.9008 -3.1335
S -6.0821 4.7614 -2.1140
O -7.5053 5.0348 -1.7825
O -5.1963 4.3733 -0.9916
O -5.9537 3.6252 -3.2909
H -5.2627 3.2615 -5.2832
H -6.5905 4.3020 -5.1374
H -4.7383 6.0048 -5.1650
H -3.7624 5.2373 -3.9714
C 1.2016 9.9681 2.9595
C -0.2326 10.6012 2.7571
O -0.9674 9.7047 1.9988
S 0.0101 8.6821 1.0176
O -0.2287 9.0661 -0.3785
O -0.2812 7.3136 1.3872
O 1.4565 9.2806 1.6342
H 1.2907 9.1496 3.6738
H 1.9482 10.7233 3.2054
H -0.1919 11.5202 2.1725
H -0.8800 10.7688 3.6179
C -0.4030 -1.5603 -7.3558
C -0.3792 -2.9718 -6.8296
O -0.8182 -3.1256 -5.5112
S -1.2334 -1.6124 -4.9307
O -0.0316 -1.1458 -4.2537
O -2.5422 -1.5566 -4.3539
O -1.3325 -0.9893 -6.4850
H -0.7453 -1.5772 -8.3904
H 0.5301 -1.0237 -7.1839
H 0.5003 -3.5773 -7.0486
H -1.1906 -3.5585 -7.2602

Record 2
DFT (ωB97M-V/def2-TZVPD) results for a single C14H16Cl3NO3Si molecule in a non-equilibrium geometry.

Frontier orbital gap, eV: 9.62
Structure (SMILES): C[C@H](Oc1cc(Cl)c(Cl)c(Cl)c1)C(=O)O[Si](C)(C)[C@@H](C)C#N
Energy, eV: -67855.8266
Total charge: 0
Relative energy (zero: lowest compared OMol25 entry of this formula, charge and spin), kcal/mol: 20.4

Geometry (Å):
C 2.1562 -1.2521 2.4894
C 1.4261 -0.0770 1.7885
O 0.1840 0.2340 2.4590
C -0.2785 1.4868 2.1478
C -1.5580 1.4804 1.6062
C -2.1863 2.6128 1.1264
Cl -3.7451 2.4393 0.2593
C -1.5120 3.8468 1.2277
Cl -2.1879 5.2477 0.5152
C -0.3370 3.8959 2.0238
Cl 0.2297 5.4731 2.6123
C 0.2950 2.7284 2.4428
C 1.1971 -0.3813 0.2872
O 2.1506 -0.2596 -0.4625
O -0.0561 -0.8635 0.0032
Si -0.5526 -0.9191 -1.5464
C -2.3580 -1.0817 -1.6119
C 0.1038 0.6852 -2.2314
C 0.3158 -2.4524 -2.3975
C 1.6605 -2.9974 -1.8554
C -0.7648 -3.3868 -2.3361
N -1.7080 -4.0640 -2.3923
H 1.6248 -2.2445 2.3749
H 2.3389 -0.9817 3.5479
H 3.1445 -1.3057 2.0507
H 2.0566 0.7549 1.8981
H -2.0368 0.4405 1.6766
H 1.1208 2.7735 3.0928
H -2.4149 -1.4332 -2.6264
H -2.6143 -1.8706 -0.9784
H -2.9860 -0.1726 -1.4612
H -0.1732 0.8294 -3.2699
H -0.1005 1.5823 -1.7564
H 1.1664 0.6693 -2.1410
H 0.4816 -2.0953 -3.4272
H 2.2019 -2.1912 -1.3583
H 2.2514 -3.4032 -2.6565
H 1.4644 -3.7472 -1.1209

Record 3
DFT (ωB97M-V/def2-TZVPD) results for a molecular structure, C14H16ClNNiO10S3Si in a non-equilibrium geometry.

Frontier orbital gap (alpha / beta), eV: 6.59 / 6.58
Spin multiplicity: 3
Energy, eV: -130685.0422
Total charge: -2
Relative energy (zero: lowest compared OMol25 entry of this formula, charge and spin), kcal/mol: 102.9

Geometry (Å):
Ni -0.0287 0.0962 -0.1327
C 5.4383 -1.6767 3.4374
Si 4.2822 -0.1883 3.6540
C 4.5575 0.2729 5.4932
C 4.8313 1.3153 2.6496
C 2.4315 -0.4010 3.4224
C 1.4910 -0.0435 4.3612
C 0.1381 -0.0174 4.0240
C -0.2087 -0.2920 2.7221
N 0.6652 -0.6531 1.7669
C 1.9880 -0.7546 2.1040
S 3.1331 -1.2874 0.9858
H 6.2153 -1.7035 4.2110
H 5.9107 -1.6421 2.4566
H 4.8721 -2.6084 3.4791
H 5.6222 0.4475 5.6713
H 4.2379 -0.5356 6.1572
H 4.0201 1.1811 5.7815
H 5.8905 1.5517 2.7853
H 4.2423 2.1906 2.9359
H 4.6436 1.1296 1.5913
H 1.8044 0.2262 5.3661
H -0.6242 0.2445 4.7462
H -1.2379 -0.2317 2.3901
O 1.9695 3.2997 -1.2549
S 1.3804 1.9856 -1.0830
O 1.5496 1.4498 0.2864
O -0.0284 1.9688 -1.4547
C 2.4941 0.8425 -2.0576
C 3.6619 1.5433 -2.3821
C 4.7936 0.9402 -2.8942
C 4.7952 -0.4271 -3.0966
C 3.6574 -1.1456 -2.8022
C 2.5045 -0.5521 -2.2745
S 1.2815 -1.9390 -2.2933
O 1.8861 -3.0789 -1.6479
O 1.0071 -2.1795 -3.6880
O -0.0426 -1.6360 -1.4634
H 3.6570 2.6052 -2.2004
H 5.6711 1.5344 -3.1184
H 5.6710 -0.9349 -3.4821
H 3.6359 -2.2149 -2.9528
O -3.6826 1.2587 -0.6263
Cl -2.7332 0.1620 -0.8797
O -3.5083 -1.0628 -1.1056
O -0.1719 -0.3978 -2.2785
O -1.9666 -0.0458 0.4454

Record 4
DFT (ωB97M-V/def2-TZVPD) results for a molecular structure, C14H16CrF24N3O22S8 in a non-equilibrium geometry.

Frontier orbital gap (alpha / beta), eV: 7.62 / 7.62
Spin multiplicity: 4
Energy, eV: -244614.4580
Total charge: -2

Geometry (Å):
Cr -0.0395 2.2334 -0.1618
C -0.8451 -7.7793 -0.0601
O -0.6603 -6.4609 -0.4914
C 0.6845 -6.0413 -0.5938
C 0.7108 -4.4838 -0.5061
N 0.3261 -3.9579 0.8605
H 0.9511 -4.1174 1.6378
H 0.4755 -2.9785 0.6641
C -1.0780 -4.1398 1.4195
C -1.3208 -2.9937 2.2977
O -0.3061 -2.7197 3.3160
C -0.3756 -3.5626 4.4499
H -0.7091 -7.9782 1.0029
H -0.1349 -8.4237 -0.5782
H -1.8382 -7.9934 -0.4551
H 1.1984 -6.3044 -1.5184
H 1.1966 -6.4939 0.2553
H 0.0793 -4.0924 -1.3038
H 1.7211 -4.0969 -0.6392
H -1.1161 -5.1080 1.9186
H -1.7826 -4.1431 0.5879
H -2.3127 -3.0676 2.7434
H -1.4461 -2.0766 1.7220
H -1.0024 -3.1458 5.2383
H 0.6034 -3.6693 4.9172
H -0.7064 -4.5668 4.1850
C -2.6190 5.3365 -0.4210
F -1.9961 5.5457 -1.5482
F -1.7616 5.7818 0.4713
F -3.6921 6.1607 -0.3855
S -3.0070 3.5593 0.1016
O -4.2357 3.6890 0.8900
O -3.0668 2.7989 -1.1517
N -1.5888 2.8833 0.8993
S -1.6957 3.2916 2.3993
O -0.3484 3.1707 2.9119
O -2.4463 4.4958 2.7029
C -2.7292 1.8034 3.1707
F -2.3804 1.5842 4.4633
F -4.0497 2.0979 3.1200
F -2.4382 0.6948 2.4078
C 4.0727 2.1888 -2.1846
F 5.1959 1.7317 -2.8228
F 4.6391 2.6385 -1.0098
F 3.5253 3.1949 -2.8946
S 2.7935 0.8433 -1.7818
O 3.3998 0.0653 -0.7029
O 1.6061 1.5617 -1.2796
N 2.4309 0.0304 -3.3236
S 2.8215 -1.4385 -3.0846
O 4.2627 -1.6577 -3.3245
O 2.2467 -2.0459 -1.8361
C 1.8849 -2.4466 -4.3737
F 2.5749 -2.5633 -5.5484
F 1.6860 -3.6476 -3.8721
F 0.6993 -1.8739 -4.5887
C -1.7381 3.0570 -4.1847
F -1.6174 3.5128 -5.4521
F -2.9589 3.5075 -3.8927
F -1.6991 1.7415 -4.0591
S -0.1972 3.6323 -3.1985
O -0.1229 5.0878 -3.3049
O -0.4891 3.2721 -1.7627
O 0.8822 2.8810 -3.8004
C -2.9779 -1.2539 -0.9810
F -3.2597 -1.0180 0.3112
F -3.0230 -2.5711 -1.2754
F -3.8937 -0.5633 -1.8239
S -1.1862 -0.7891 -1.3601
O -0.9756 0.6073 -0.9421
O -0.3065 -1.7440 -0.6506
O -1.0868 -0.8973 -2.7759
C 1.4297 0.9422 4.0580
F 2.2343 0.1782 4.8224
F 0.1996 0.5915 4.3401
F 1.7790 2.2451 4.2102
S 1.7043 0.5742 2.2200
O 1.7198 -0.8892 2.0815
O 0.5849 1.1983 1.4315
O 2.9583 1.2448 1.8194
C 1.2674 6.3323 0.6651
F 0.6872 6.3387 -0.5463
F 2.0235 7.3793 0.7089
F 0.2961 6.5459 1.5731
S 2.2753 4.6201 0.8788
O 1.2720 3.5787 0.4867
O 3.3422 4.7540 -0.1242
O 2.8193 4.5902 2.2147

Record 5
DFT (ωB97M-V/def2-TZVPD) results for a molecular structure, C14H16F2NO8P2RuTe.

Frontier orbital gap (alpha / beta), eV: 8.72 / 8.19
Spin multiplicity: 2
Energy, eV: -66540.7065
Total charge: 0
Relative energy (zero: lowest compared OMol25 entry of this formula, charge and spin), kcal/mol: 0.0

Geometry (Å):
Ru 0.7710 1.1829 -0.5145
O -1.6105 -0.7945 2.7442
P -0.4287 0.0321 2.0609
O 0.1439 1.0374 2.9674
O -0.8960 0.4159 0.6537
O 0.6261 -1.1971 1.7968
P 2.1327 -1.0821 1.3111
O 2.2156 -2.3555 0.3392
O 3.1552 -1.1450 2.3602
O 2.2103 0.1842 0.4101
H -1.4872 -0.8286 3.6977
H 2.9869 -2.8782 0.5852
C -1.3604 -0.4560 -3.0768
Te 0.4489 -0.9341 -2.0445
C -0.7708 -2.3483 -1.0230
C -1.9066 -2.6344 -1.9755
C -2.6775 -3.7845 -1.8630
C -3.7315 -4.0133 -2.7344
C -4.0209 -3.0901 -3.7291
C -3.2542 -1.9409 -3.8478
C -2.1968 -1.7063 -2.9775
H -1.1400 -0.1873 -4.1074
H -1.8140 0.3932 -2.5675
H -1.1339 -1.8790 -0.1071
H -0.1861 -3.2287 -0.7767
H -2.4485 -4.5060 -1.0877
H -4.3220 -4.9153 -2.6404
H -4.8383 -3.2668 -4.4159
H -3.4760 -1.2203 -4.6264
O 1.4193 2.9795 0.3624
N 1.7565 3.0517 1.6564
C 0.9348 3.7092 2.4808
C 1.2483 3.8332 3.8125
C 2.4046 3.2433 4.2955
C 3.2274 2.5556 3.4201
C 2.8897 2.4805 2.0880
H 0.0405 4.0931 2.0155
H 0.5697 4.3630 4.4645
H 2.6540 3.3102 5.3453
H 4.1260 2.0586 3.7535
H 3.4510 1.9516 1.3355
F -0.1202 2.6578 -2.0758
C 1.2101 2.1803 -2.1897
F 1.3153 1.6430 -3.4275
H 1.8824 3.0359 -2.1480